Entry 1:
{"formula": "C3H3N4O2", "method": "ωB97M-V/def2-TZVPD", "symbols": ["C", "C", "C", "N", "N", "N", "N", "O", "O", "H", "H", "H"], "xyz": [[-2.199, 1.355, -0.071], [2.204, 0.234, -0.536], [-1.207, -0.796, 0.037], [1.166, 0.632, -0.163], [0.163, 1.245, 0.235], [-1.110, 0.706, -0.034], [3.801, -0.357, 0.441], [-3.079, 2.077, -0.074], [4.205, -1.323, 0.061], [-0.374, -1.346, -0.424], [-2.136, -1.275, -0.452], [-1.435, -1.152, 0.980]], "e_lumo_ha": [-0.2139, -0.2139], "homo_energy_ev": [-12.9, -12.9], "energy_ev": -13198.938, "charge": 1, "gap_ev": [7.08, 7.09], "spin_multiplicity": 1}



Entry 2:
{"formula": "CH2NO3S", "method": "ωB97M-V/def2-TZVPD", "symbols": ["C", "N", "O", "O", "O", "S", "H", "H"], "xyz": [[2.899, 0.069, 0.180], [1.929, 0.113, -0.503], [-1.061, -0.178, -0.272], [3.928, -0.058, 0.706], [-2.970, 0.421, 1.151], [-2.440, 0.347, -0.245], [-3.151, -0.900, -0.610], [0.868, 0.186, -0.408]], "e_lumo_ha": 0.1273, "homo_energy_ev": -3.5, "energy_ev": -19538.142, "charge": -1, "gap_ev": 6.98, "spin_multiplicity": 1}



Entry 3:
{"formula": "C6H15N2", "method": "ωB97M-V/def2-TZVPD", "symbols": ["C", "C", "C", "C", "C", "C", "N", "N", "H", "H", "H", "H", "H", "H", "H", "H", "H", "H", "H", "H", "H", "H", "H"], "xyz": [[-0.633, -0.614, -0.758], [0.953, -2.064, -0.602], [0.548, -1.025, -1.685], [0.585, 0.945, 2.141], [-0.904, 2.823, 1.360], [0.463, 1.971, 1.361], [0.229, -1.644, -3.066], [-0.145, -1.561, 0.251], [-0.724, 0.518, -0.403], [-1.549, -1.112, -1.037], [0.801, -3.048, -0.987], [1.912, -2.056, -0.243], [1.362, 0.213, 2.081], [1.326, -0.259, -1.802], [-0.192, 0.797, 2.986], [-1.601, 2.205, 0.723], [-0.588, 3.758, 0.953], [-1.240, 3.079, 2.357], [1.297, 2.003, 0.619], [0.308, -0.861, -3.765], [-0.671, -2.001, -3.006], [0.201, -1.067, 1.082], [-0.886, -2.339, 0.466]], "e_lumo_ha": -0.1278, "homo_energy_ev": -13.8, "energy_ev": -9435.945, "charge": 1, "gap_ev": 10.31, "spin_multiplicity": 1}



Entry 4:
{"formula": "C8H19O3", "method": "ωB97M-V/def2-TZVPD", "symbols": ["C", "O", "C", "C", "H", "H", "H", "H", "H", "H", "H", "O", "C", "C", "O", "C", "H", "H", "H", "H", "H", "H", "H", "C", "C", "H", "H", "H", "H", "H"], "xyz": [[2.408, 0.866, 2.847], [1.988, 0.626, 1.530], [1.540, -0.690, 1.318], [1.067, -0.860, -0.100], [1.591, 0.690, 3.569], [3.261, 0.218, 3.117], [2.726, 1.914, 2.913], [0.712, -0.922, 2.013], [2.354, -1.414, 1.524], [1.823, -0.548, -0.837], [0.870, -1.926, -0.277], [-0.304, -0.125, -0.597], [-0.228, 1.249, -0.912], [-1.507, 2.006, -0.598], [-1.573, 2.538, 0.705], [-1.725, 1.587, 1.732], [0.006, 1.379, -1.986], [0.610, 1.738, -0.392], [-1.580, 2.863, -1.281], [-2.379, 1.352, -0.788], [-1.948, 2.136, 2.656], [-2.551, 0.890, 1.511], [-0.799, 1.009, 1.880], [-0.836, -1.493, -2.871], [-0.935, -2.952, -2.575], [0.052, -1.131, -3.401], [-1.749, -0.981, -3.195], [-0.021, -3.330, -2.097], [-1.090, -3.528, -3.507], [-1.781, -3.161, -1.902]], "e_lumo_ha": [0.0339, 0.0339], "homo_energy_ev": [-7.5, -9.2], "energy_ev": -14742.126, "charge": 0, "gap_ev": [8.47, 10.08], "spin_multiplicity": 2}



Entry 5:
{"formula": "C2H8N", "method": "ωB97M-V/def2-TZVPD", "symbols": ["N", "H", "H", "H", "H", "C", "C", "H", "H", "H", "H"], "xyz": [[-0.807, -0.737, 1.584], [-0.783, -0.434, 0.649], [-1.795, -0.392, 2.027], [-0.863, -1.768, 1.716], [-0.040, -0.320, 2.180], [0.383, 1.040, -0.896], [1.077, 0.253, -1.853], [-0.518, 1.610, -1.111], [0.823, 1.080, 0.140], [0.623, 0.185, -2.858], [1.900, -0.516, -1.579]], "e_lumo_ha": -0.1660, "homo_energy_ev": -13.9, "energy_ev": -3685.269, "charge": 1, "gap_ev": 9.34, "spin_multiplicity": 1}



Entry 6:
{"formula": "C26H40As3CrN4Se", "method": "ωB97M-V/def2-TZVPD", "symbols": ["Cr", "C", "As", "C", "C", "C", "C", "C", "As", "C", "C", "C", "As", "C", "C", "H", "H", "H", "H", "H", "H", "H", "H", "H", "H", "H", "H", "H", "H", "H", "H", "H", "H", "H", "H", "H", "H", "H", "H", "H", "H", "H", "N", "C", "C", "C", "C", "C", "C", "C", "C", "N", "C", "H", "H", "H", "H", "H", "H", "H", "H", "N", "C", "H", "Se", "C", "C", "C", "N", "C", "C", "H", "H", "H", "H"], "xyz": [[0.186, -0.036, -0.080], [3.457, 1.073, 1.782], [1.685, 1.556, 1.201], [2.135, 3.119, 0.174], [0.823, 2.488, 2.688], [0.113, 1.746, 3.830], [-0.438, 2.834, 4.767], [-1.123, 0.972, 3.330], [-0.876, -0.544, 2.146], [-0.078, -1.966, 3.175], [-2.699, -1.178, 2.009], [1.070, 0.794, 4.578], [2.113, 1.504, 6.111], [3.176, -0.124, 6.305], [3.480, 2.544, 5.167], [3.898, 1.974, 2.200], [4.025, 0.762, 0.907], [3.461, 0.284, 2.530], [2.462, 3.895, 0.864], [1.295, 3.472, -0.418], [2.953, 2.847, -0.477], [0.116, 3.163, 2.198], [1.617, 3.114, 3.096], [-1.191, 3.440, 4.258], [0.354, 3.504, 5.107], [-0.896, 2.394, 5.653], [-1.804, 1.639, 2.792], [-1.675, 0.583, 4.187], [-0.574, -2.005, 4.142], [0.987, -1.812, 3.313], [-0.245, -2.901, 2.642], [-3.068, -1.374, 3.014], [-2.734, -2.106, 1.438], [-3.333, -0.428, 1.538], [1.755, 0.294, 3.886], [0.487, 0.002, 5.055], [2.555, -0.924, 6.709], [3.982, 0.068, 7.012], [3.610, -0.440, 5.353], [3.056, 3.451, 4.733], [3.988, 1.959, 4.401], [4.217, 2.853, 5.908], [-1.257, -1.289, -1.010], [-0.755, -2.662, -1.097], [-1.435, -3.658, -1.725], [-0.892, -4.964, -1.789], [0.322, -5.232, -1.228], [1.048, -4.204, -0.576], [2.317, -4.406, 0.010], [2.963, -3.363, 0.609], [2.345, -2.104, 0.625], [1.163, -1.877, 0.093], [0.500, -2.915, -0.512], [-1.359, -0.909, -1.953], [-2.176, -1.297, -0.578], [-2.396, -3.453, -2.184], [-1.444, -5.745, -2.293], [0.748, -6.226, -1.277], [2.769, -5.391, -0.027], [3.938, -3.481, 1.059], [2.847, -1.262, 1.078], [-1.705, 2.505, -0.478], [-1.035, 1.584, -0.327], [-2.236, 3.330, -0.703], [1.030, 0.112, -2.372], [1.702, 1.363, -3.666], [1.678, 0.880, -4.964], [2.195, 1.685, -5.970], [2.706, 2.902, -5.778], [2.707, 3.343, -4.521], [2.224, 2.622, -3.438], [1.275, -0.097, -5.195], [2.190, 1.326, -6.993], [3.119, 4.334, -4.361], [2.259, 3.055, -2.463]], "e_lumo_ha": [-0.2207, -0.2400], "homo_energy_ev": [-13.0, -13.2], "energy_ev": -309841.537, "charge": 2, "gap_ev": [7.04, 6.63], "spin_multiplicity": 4}



Entry 7:
{"formula": "C4H4O2", "method": "ωB97M-V/def2-TZVPD", "symbols": ["O", "C", "C", "O", "C", "C", "H", "H", "H", "H"], "xyz": [[-2.319, -0.330, -0.527], [-1.256, 0.073, 0.145], [-0.144, -0.792, 0.203], [-0.162, -1.966, -0.258], [1.018, -0.057, 0.441], [1.984, 0.770, 0.260], [-2.096, -1.233, -0.852], [-1.306, 1.093, 0.511], [1.269, 1.361, -0.349], [3.014, 1.081, 0.425]], "e_lumo_ha": [-0.0240, -0.0183], "homo_energy_ev": [-7.9, -8.0], "energy_ev": -8302.857, "charge": 0, "gap_ev": [7.20, 7.48], "spin_multiplicity": 1}



Entry 8:
{"formula": "C24H32IN3Pb", "method": "ωB97M-V/def2-TZVPD", "symbols": ["C", "C", "H", "H", "H", "H", "H", "H", "C", "C", "C", "C", "H", "H", "H", "H", "N", "C", "C", "N", "C", "C", "C", "H", "H", "C", "H", "H", "Pb", "I", "C", "C", "C", "C", "C", "C", "C", "C", "N", "C", "C", "C", "C", "H", "H", "H", "H", "H", "H", "H", "H", "H", "H", "H", "H", "H", "H", "H", "H", "H", "H"], "xyz": [[-0.449, -2.122, -5.267], [-1.632, -2.997, -4.855], [-0.772, -1.341, -5.962], [0.313, -2.715, -5.786], [0.030, -1.624, -4.416], [-2.328, -2.458, -4.207], [-2.189, -3.320, -5.740], [-1.307, -3.902, -4.333], [-0.023, 3.790, -0.978], [0.011, 5.158, -0.726], [-0.928, 5.693, 0.159], [-1.869, 4.847, 0.741], [0.707, 3.309, -1.633], [0.762, 5.775, -1.221], [-0.937, 6.755, 0.393], [-2.590, 5.218, 1.465], [-0.959, 2.971, -0.448], [-1.898, 3.489, 0.395], [-2.877, 2.543, 0.972], [-2.798, 1.256, 0.549], [-3.501, 0.298, 1.184], [-4.577, 1.929, 2.579], [-4.425, 0.595, 2.190], [-3.299, -0.734, 0.870], [-5.003, -0.215, 2.639], [-3.779, 2.908, 1.986], [-3.809, 3.950, 2.299], [-5.295, 2.219, 3.342], [-0.775, 0.615, -1.055], [1.614, 0.752, -2.964], [4.766, -2.875, 0.822], [3.396, -2.595, 0.283], [2.898, -3.336, -0.792], [1.603, -3.118, -1.270], [1.137, -3.941, -2.436], [0.787, -2.172, -0.652], [1.282, -1.317, 0.382], [2.599, -1.603, 0.844], [0.496, -0.290, 0.854], [0.765, 0.288, 2.182], [0.923, -0.801, 3.243], [1.970, 1.229, 2.140], [-0.390, 1.150, 2.682], [4.847, -3.903, 1.192], [5.532, -2.751, 0.050], [5.009, -2.203, 1.649], [3.515, -4.117, -1.239], [1.798, -3.801, -3.305], [1.165, -5.015, -2.196], [0.117, -3.684, -2.735], [-0.251, -2.085, -0.984], [3.011, -1.035, 1.680], [1.753, -1.483, 3.070], [1.060, -0.338, 4.225], [0.018, -1.414, 3.278], [1.756, 2.080, 1.481], [2.172, 1.612, 3.149], [2.873, 0.760, 1.752], [-0.558, 2.027, 2.050], [-1.323, 0.584, 2.740], [-0.144, 1.509, 3.696]], "e_lumo_ha": [-0.2932, -0.3582], "homo_energy_ev": [-14.7, -14.4], "energy_ev": -43211.131, "charge": 2, "gap_ev": [6.74, 4.60], "spin_multiplicity": 1}



Entry 9:
{"formula": "C9H16N2O2", "method": "ωB97M-V/def2-TZVPD", "symbols": ["C", "C", "C", "C", "C", "C", "C", "C", "C", "H", "H", "H", "H", "H", "H", "H", "H", "H", "H", "H", "H", "H", "H", "H", "H", "N", "N", "O", "O"], "xyz": [[-3.147, -0.830, -4.073], [-4.280, -0.493, -3.202], [-4.113, -0.354, -1.882], [-1.757, -0.906, -2.027], [0.995, 1.055, -0.261], [1.679, 1.475, 1.026], [2.113, 0.295, 1.774], [2.617, 0.596, 3.182], [3.098, -0.709, 3.818], [-1.140, -1.431, -3.846], [-5.252, -0.445, -3.677], [-4.922, -0.163, -1.222], [-2.635, -0.341, -0.335], [1.820, 1.031, -1.196], [0.513, -0.173, -0.308], [0.205, 1.896, -0.665], [0.974, 2.041, 1.676], [2.586, 2.190, 1.064], [1.290, -0.414, 1.807], [3.001, -0.293, 1.267], [1.963, 1.385, 3.796], [3.596, 1.183, 2.973], [3.738, -1.102, 3.131], [3.502, -0.603, 4.903], [2.226, -1.359, 3.785], [-1.941, -1.034, -3.364], [-2.870, -0.438, -1.331], [-3.176, -0.911, -5.307], [-0.682, -1.147, -1.506]], "e_lumo_ha": 0.0151, "homo_energy_ev": -9.7, "energy_ev": -16666.440, "charge": 0, "gap_ev": 10.12, "spin_multiplicity": 1, "smiles": "O=c1cc[nH]c(=O)[nH]1.CCCCC"}



Entry 10:
{"formula": "C3F27HfO13P3S4", "method": "ωB97M-V/def2-TZVPD", "symbols": ["Hf", "S", "O", "O", "O", "O", "C", "F", "F", "F", "S", "O", "O", "O", "C", "F", "F", "F", "S", "O", "O", "O", "C", "F", "F", "F", "S", "O", "O", "O", "P", "F", "F", "F", "F", "F", "F", "P", "F", "F", "F", "F", "F", "F", "P", "F", "F", "F", "F", "F", "F"], "xyz": [[-0.458, -0.049, -0.080], [-3.093, 1.090, -0.937], [-2.218, 1.437, 0.143], [-4.376, 0.648, -0.373], [-3.236, 2.054, -1.947], [-2.253, 0.009, -1.383], [-0.496, 2.478, 3.917], [-1.509, 2.038, 4.645], [-0.923, 3.179, 2.839], [0.332, 3.245, 4.620], [0.683, 1.095, 3.226], [0.610, 0.048, 4.269], [0.142, 0.616, 1.931], [2.011, 1.596, 2.996], [2.144, 4.093, -0.223], [2.444, 5.408, -0.387], [3.028, 3.333, -0.877], [2.158, 3.801, 1.042], [0.411, 3.549, -0.906], [-0.574, 4.284, -0.132], [0.410, 3.887, -2.331], [0.293, 2.039, -0.651], [1.373, -1.141, -4.560], [1.399, -0.815, -5.807], [0.495, -2.111, -4.361], [2.474, -1.687, -4.234], [0.990, 0.277, -3.406], [2.213, 1.031, -3.211], [-0.099, 1.047, -3.976], [0.478, -0.260, -2.109], [2.735, -1.190, 0.314], [3.484, -2.630, 0.572], [4.159, -0.404, 0.492], [2.887, -1.506, -1.287], [2.069, 0.253, -0.045], [1.267, -1.750, 0.175], [2.341, -1.228, 1.865], [-1.056, -3.724, -1.139], [-1.202, -5.092, -2.004], [-1.438, -2.914, -2.489], [-2.628, -3.733, -0.856], [-0.963, -2.270, -0.501], [-0.757, -4.385, 0.329], [0.518, -3.696, -1.606], [-2.303, -1.746, 2.653], [-3.890, -1.361, 2.578], [-2.070, -1.038, 1.207], [-2.187, -0.313, 3.368], [-0.696, -2.032, 2.503], [-2.414, -2.269, 4.127], [-2.707, -3.195, 2.007]], "e_lumo_ha": [0.2289, 0.0730], "homo_energy_ev": [-2.9, -2.9], "energy_ev": -175636.054, "charge": -3, "gap_ev": [9.14, 4.89], "spin_multiplicity": 2}



Entry 11:
{"formula": "C20H21FN8", "method": "ωB97M-V/def2-TZVPD", "symbols": ["F", "N", "N", "N", "N", "C", "C", "C", "C", "C", "C", "C", "C", "C", "C", "C", "C", "C", "C", "N", "N", "N", "N", "C", "C", "C", "C", "C", "C", "H", "H", "H", "H", "H", "H", "H", "H", "H", "H", "H", "H", "H", "H", "H", "H", "H", "H", "H", "H", "H"], "xyz": [[-4.941, 4.085, -1.372], [2.407, 5.347, 0.177], [3.958, 5.062, 1.844], [-0.980, -0.765, -0.343], [-1.642, 2.917, -0.161], [3.364, 5.886, 0.887], [3.258, 3.956, 1.707], [0.048, -1.463, -0.001], [3.254, 2.708, 2.406], [2.386, 1.684, 2.015], [1.431, 1.847, 0.911], [-0.687, 0.579, -0.095], [0.575, 0.712, 0.469], [1.421, 3.121, 0.298], [-1.771, 1.578, -0.397], [-2.674, 3.751, -0.482], [-3.020, 1.057, -0.877], [-4.077, 1.906, -1.185], [-3.932, 3.285, -0.994], [1.056, -0.588, 0.517], [2.323, 4.120, 0.714], [0.130, -2.891, -0.228], [-0.029, -5.811, -0.305], [-2.439, 5.216, -0.251], [0.692, -6.434, -1.458], [-0.874, -3.563, -1.124], [1.249, -3.678, 0.344], [-1.201, -5.020, -0.735], [0.755, -5.078, 0.764], [3.686, 6.925, 0.772], [3.912, 2.587, 3.251], [2.431, 0.775, 2.584], [0.761, 3.322, -0.534], [-3.097, 0.016, -1.101], [-4.991, 1.460, -1.553], [1.976, -0.893, 0.741], [-1.598, 5.547, -0.882], [-2.178, 5.397, 0.799], [-3.311, 5.810, -0.504], [0.946, -5.698, -2.238], [1.622, -6.842, -1.068], [0.141, -7.253, -1.932], [-1.800, -3.020, -1.160], [-0.395, -3.575, -2.124], [1.737, -3.135, 1.161], [2.012, -3.842, -0.430], [-1.966, -5.029, 0.058], [-1.656, -5.486, -1.628], [0.114, -4.892, 1.638], [1.611, -5.703, 1.106]], "e_lumo_ha": 0.0115, "homo_energy_ev": -7.4, "energy_ev": -35717.994, "charge": 0, "gap_ev": 7.70, "spin_multiplicity": 1, "smiles": "Cc1nc(-c2nc(N3CCN(C)CC3)[nH]c2-c2ccc3ncnn3c2)ccc1F"}



Entry 12:
{"formula": "CHNO4S", "method": "ωB97M-V/def2-TZVPD", "symbols": ["C", "N", "O", "O", "O", "O", "S", "H"], "xyz": [[0.741, -1.192, 0.394], [-0.254, 0.948, -1.354], [0.806, -1.615, 1.558], [-1.798, 0.595, 0.717], [1.220, -1.465, -0.683], [0.687, 1.536, 0.933], [-0.217, 0.576, 0.160], [-1.184, 0.617, -1.727]], "e_lumo_ha": 0.2614, "homo_energy_ev": 0.5, "energy_ev": -21566.397, "charge": -2, "gap_ev": 6.60, "spin_multiplicity": 1, "smiles": "N=[S@](=O)([O-])C(=O)[O-]"}